89
Properties=species:S:1:pos:R:3:forces:R:3 method="wB97M-V/def2-TZVPD" energy_ha=-5887.8081 multiplicity=1 homo_lumo_gap_ha=0.276
C -2.9038 4.2946 1.3428 -0.3 0.3 -1.1
C -1.4939 3.6765 0.7806 -0.5 1.3 -1.0
O -0.5040 3.3307 1.8094 -1.5 -1.6 -0.7
C -0.7209 1.9950 2.3824 0.7 -0.8 1.4
C -0.4686 0.7419 1.3580 -1.2 0.5 -0.8
O 0.6136 -0.1765 1.7396 0.0 0.9 -2.4
C 1.2191 -0.7665 0.4994 0.1 0.4 1.5
P 0.0276 -2.0588 -0.3360 1.3 -1.9 0.7
C -0.7403 -2.9806 1.1874 -1.4 -2.1 4.1
C 0.2523 -3.9161 2.1574 -6.0 0.9 0.9
C -0.6061 -4.5677 3.4203 -0.4 1.2 -1.4
C -2.1891 -4.3508 3.7231 2.8 1.8 -3.8
N -3.0204 -3.5334 2.7948 5.5 -0.9 -0.6
C -2.3024 -2.9184 1.6435 1.5 -0.7 0.6
P -1.5590 -1.0015 -1.4716 -3.3 1.0 0.3
O -2.7816 -2.1400 -2.0191 3.7 -0.2 0.2
Br -0.5663 0.0119 -3.2996 0.1 -1.0 0.6
H -3.7348 4.0175 0.5318 1.7 0.6 1.9
H -2.8414 5.4854 1.3119 -0.2 -2.6 0.5
H -3.2494 3.8881 2.3840 0.8 0.9 -2.0
H -0.9955 4.5372 0.1202 -1.0 -2.2 1.6
H -1.7642 2.8186 0.0332 0.8 1.2 1.6
H -1.7884 1.8953 2.8752 2.0 0.3 -1.2
H 0.0577 1.8916 3.2811 -1.7 0.3 -2.0
H -0.2641 1.1776 0.2783 -0.3 -0.7 2.1
H -1.4850 0.1472 1.2890 2.0 0.9 0.1
H 1.5704 0.0749 -0.2500 -0.7 -1.8 1.4
H 2.1349 -1.4175 0.8998 -2.0 1.5 -1.1
H 1.3936 -4.0812 1.9612 -2.5 0.3 0.5
H 0.0030 -5.2295 4.1988 -1.5 1.6 -2.0
H -2.6658 -4.8414 4.6736 0.9 1.1 -2.3
H -2.9914 -2.2581 0.9223 1.5 -1.7 1.9
H -2.3372 -2.9886 -2.3152 -0.8 1.1 0.3
C -0.5779 8.0248 1.0814 0.0 0.3 0.2
N -1.2737 7.3864 -0.0684 -0.8 0.0 -0.3
O -2.3874 7.8290 -0.3727 1.7 -0.9 0.1
O -0.6820 6.4589 -0.6330 -0.9 1.2 0.7
H -1.2107 8.8207 1.4795 0.1 -0.2 -0.2
H -0.4097 7.2526 1.8348 0.1 0.0 -0.2
H 0.3657 8.4310 0.7113 -0.1 -0.2 0.0
C 1.9371 0.2879 -6.1851 -0.3 0.2 -0.1
N 3.2987 -0.1839 -6.5555 0.7 -0.2 -0.3
O 3.6285 -0.0846 -7.7430 -0.2 -0.4 1.6
O 3.9978 -0.6407 -5.6436 -0.8 0.6 -1.5
H 1.4370 0.6621 -7.0808 0.2 -0.1 0.2
H 1.3954 -0.5635 -5.7681 0.2 0.2 0.0
H 2.0538 1.0845 -5.4473 0.0 -0.3 0.0
C -3.7188 -7.4706 2.0623 -0.1 -0.1 -0.3
N -3.5300 -7.9958 3.4415 0.1 -0.6 0.9
O -3.5378 -9.2238 3.5856 0.1 1.9 0.1
O -3.3791 -7.1602 4.3405 -0.2 -1.4 -1.1
H -3.8386 -8.3124 1.3771 0.0 0.1 0.3
H -4.6149 -6.8468 2.0670 0.3 0.0 0.1
H -2.8309 -6.8887 1.8068 -0.2 0.1 0.1
C 2.9931 2.2095 5.4773 0.3 0.1 -0.1
N 1.8803 2.7810 6.2826 -0.8 0.5 0.6
O 2.1075 3.8285 6.8990 -0.5 -1.5 -0.8
O 0.8099 2.1617 6.2732 1.5 1.0 0.1
H 3.8689 2.8540 5.5775 -0.3 -0.1 0.1
H 3.2026 1.2110 5.8665 -0.2 0.1 -0.2
H 2.6609 2.1690 4.4379 0.0 -0.1 0.2
C 1.2269 -2.0522 -9.7967 0.2 -0.3 -0.1
N 0.5284 -1.4087 -8.6514 -0.5 0.4 0.7
O 0.3588 -2.0925 -7.6353 0.2 1.2 -1.2
O 0.1702 -0.2352 -8.8049 0.4 -1.7 0.4
H 1.4831 -3.0779 -9.5231 -0.1 0.3 0.0
H 0.5439 -2.0395 -10.6485 0.1 0.1 0.1
H 2.1284 -1.4711 -10.0016 -0.2 0.0 0.0
C -0.2400 7.5989 -3.3768 -0.2 -0.1 -0.2
N -0.2113 9.0600 -3.6562 -0.1 0.9 -0.5
O -0.8598 9.4631 -4.6287 1.0 -0.3 1.5
O 0.4613 9.7609 -2.8911 -1.0 -0.8 -1.1
H -0.8665 7.1084 -4.1246 0.1 0.3 0.1
H 0.7870 7.2323 -3.4336 -0.2 0.1 0.2
H -0.6556 7.4628 -2.3762 0.3 0.0 -0.5
C 4.8041 -3.2741 -3.8735 0.1 0.3 -0.3
N 4.0502 -3.2139 -2.5923 -0.6 0.1 0.9
O 3.4624 -2.1580 -2.3305 0.7 -1.6 -0.1
O 4.0697 -4.2284 -1.8856 -0.1 1.5 -0.8
H 4.7003 -2.3175 -4.3898 0.0 -0.3 0.2
H 5.8506 -3.4699 -3.6312 -0.2 -0.1 0.0
H 4.3764 -4.0826 -4.4700 0.2 0.1 0.2
C -1.0431 -4.2786 7.8340 -0.3 0.1 -0.1
N 0.3184 -4.7505 7.4635 1.1 -0.4 -0.1
O 0.6483 -4.6511 6.2760 -0.2 -0.2 1.8
O 1.0176 -5.2072 8.3754 -1.0 0.7 -1.5
H -1.5432 -3.9044 6.9382 0.2 -0.1 0.2
H -1.5848 -5.1300 8.2509 0.2 0.2 0.0
H -0.9264 -3.4820 8.5717 0.0 -0.3 -0.1

12
Properties=species:S:1:pos:R:3:forces:R:3 method="wB97M-V/def2-TZVPD" energy_ha=-269.2815 multiplicity=1 homo_lumo_gap_ha=0.393 e_above_lowest_kj_mol=169.9
C -1.9224 0.2968 -0.1023 -0.1 0.1 0.0
C -0.9293 -0.8684 -0.0332 0.0 0.0 0.0
C 0.4476 -0.4015 0.1386 0.5 0.1 0.1
C 1.5566 0.0470 0.3094 -0.5 -0.1 0.0
C 2.8764 0.5937 0.5593 0.1 0.3 0.1
O 3.0746 1.7526 0.8471 -0.1 -0.5 -0.1
H -1.8730 0.8979 0.8101 0.0 -0.1 -0.1
H -1.6940 0.9497 -0.9496 0.0 -0.1 0.1
H -2.9439 -0.0782 -0.2169 0.1 0.0 0.0
H -0.9945 -1.4849 -0.9378 0.1 0.1 0.1
H -1.1751 -1.5278 0.8082 0.1 0.1 -0.1
H 3.7101 -0.1281 0.4776 -0.1 0.1 0.0

16
Properties=species:S:1:pos:R:3:forces:R:3 method="wB97M-V/def2-TZVPD" energy_ha=-740.0202 multiplicity=1 homo_lumo_gap_ha=0.333 e_above_lowest_kj_mol=372.4
C -1.3214 0.5533 1.0728 -1.7 1.1 2.6
N -0.5821 -0.3112 0.2106 3.4 -1.1 -0.2
C -1.1868 -1.3128 -0.5438 0.7 2.2 0.2
O -2.3559 -1.3141 -0.3516 -3.0 -2.1 -0.7
N 0.8244 0.0413 0.0364 -3.8 0.8 -1.8
C 0.8202 1.0647 -1.0950 0.4 0.5 0.3
C 1.7656 -0.7992 0.4249 2.4 0.7 0.7
S 3.3848 -0.7365 0.1030 -0.3 0.2 -0.7
H -0.9687 1.7102 0.9647 -1.2 -2.9 0.0
H -2.4959 0.3044 1.0309 2.9 1.2 -0.7
H -1.1472 0.2354 2.1668 0.2 0.7 -1.4
H -0.7022 -1.9029 -1.3745 0.4 0.6 1.1
H -0.3092 0.9870 -1.5179 3.2 0.4 0.6
H 1.6915 0.6876 -1.8188 -2.0 1.5 1.3
H 0.9560 2.2013 -0.5998 0.0 -3.2 -1.7
H 1.6269 -1.4085 1.2911 -1.5 -0.7 0.2